--- one ---
Computed, not measured: an isolated molecule of C5H8O, with wB97M-V/def2-TZVPD.

Last column: Löwdin charge in e.
CARTESIAN COORDINATES (ANGSTROEM)
C  0.52673  -2.32059  -0.07471  -0.11
C  1.19193  -0.95470  0.10084  -0.26
C  0.58072  0.13008  -0.66674  -0.04
C  -0.06703  1.10422  -0.96417  -0.01
C  -0.91833  2.27609  -0.71507  -0.28
O  -1.14793  2.40768  0.68325  -0.07
H  1.06751  -2.92732  -0.80754  0.07
H  0.52339  -2.84462  0.88719  0.07
H  -0.51333  -2.20654  -0.40137  0.07
H  1.04162  -0.60613  1.13217  0.12
H  2.27289  -1.02034  -0.05414  0.11
H  -1.86504  2.19707  -1.27209  0.11
H  -0.41086  3.19742  -1.01737  0.12
H  -1.42099  1.53479  1.01144  0.09

Calculated values
* total charge: 0
* E_LUMO: 0.83 eV
* HOMO level: -9.7 eV
* SMILES string: CCC#CCO
* orbital gap: 10.520 eV
* 2S+1: 1

=====

--- two ---
Computed, not measured: an isolated molecule of C5H8O, with wB97M-V/def2-TZVPD.

Last column: Löwdin charge in e.
CARTESIAN COORDINATES (ANGSTROEM)
C  -1.16894  -0.40856  -2.28480  0.12
C  -0.21198  0.12939  -1.80234  -0.17
C  0.69643  0.81943  -0.91730  -0.22
C  0.12485  0.75174  0.50467  -0.19
C  0.17150  -0.64535  1.10781  -0.29
O  -0.38875  -0.60930  2.40306  -0.07
H  -1.92376  -0.96908  -2.76376  0.02
H  0.76877  1.85925  -1.24658  0.12
H  1.68781  0.36604  -0.99252  0.12
H  0.69534  1.41851  1.15256  0.11
H  -0.90726  1.14319  0.45901  0.13
H  -0.37026  -1.35498  0.47127  0.11
H  1.21751  -0.98992  1.15961  0.12
H  -0.39126  -1.51034  2.74931  0.09

Calculated values
* total charge: 0
* E_LUMO: 0.99 eV
* HOMO level: -9.9 eV
* SMILES string: C#CCCCO
* orbital gap: 10.923 eV
* 2S+1: 1

=====

Taking the most stable structure as the zero point, the relative energies in kJ/mol are one 20.1; two 0.0.

=====

--- one ---
Computed, not measured: the ion C3H9N2 with charge +2, with wB97M-V/def2-TZVPD.

Last column: Löwdin charge in e.
CARTESIAN COORDINATES (ANGSTROEM)
C  -1.45648  0.42845  0.40614  0.03
C  -0.01547  0.32888  0.22740  -0.14
C  0.66345  -0.69143  -0.40364  0.05
N  0.02349  -1.81625  -0.89701  0.33
N  0.82282  1.54707  0.54957  0.26
H  -1.96892  0.71997  -0.52910  0.16
H  -1.79687  0.97430  1.37344  0.18
H  -1.87308  -0.48659  0.44707  0.05
H  1.79685  -0.75884  -0.40980  0.19
H  -0.89003  -1.98740  -0.72698  0.10
H  0.46435  -2.64461  -1.13041  0.14
H  1.28512  1.35161  1.46018  0.21
H  0.35446  2.48868  0.71369  0.23
H  1.55497  1.83176  -0.14539  0.21

Calculated values
* total charge: +2
* E_LUMO (spin up / spin down): -9.10 / -12.69 eV
* HOMO level (spin up / spin down): -20.3 / -22.5 eV
* expectation value of S²: 0.77
* orbital gap (spin up / spin down): 11.195 / 9.823 eV
* 2S+1: 2

=====

--- two ---
Computed, not measured: a cluster of 2 separate species, C3H9N2 in total, with wB97M-V/def2-TZVPD.

Last column: Löwdin charge in e.
CARTESIAN COORDINATES (ANGSTROEM)
C  0.64084  0.66789  0.84007  0.05
N  0.34671  1.73437  0.15338  0.18
H  0.05007  0.42494  1.69721  0.14
H  1.72597  0.52209  0.88450  0.17
H  1.06623  2.05864  -0.49207  0.17
H  -0.03584  2.50560  0.69224  0.18
C  0.39188  -1.60071  0.28985  0.23
C  -0.25313  -0.83749  -0.67829  -0.16
N  -1.58963  -0.51996  -0.69804  0.24
H  1.15969  -2.32224  -0.01993  0.15
H  -0.00689  -1.73972  1.29177  0.13
H  0.25803  -0.62641  -1.63344  0.18
H  -1.76464  0.49102  -0.69865  0.16
H  -1.98930  -0.75801  -1.62859  0.18

Calculated values
* total charge: +2
* E_LUMO (spin up / spin down): -10.63 / -14.17 eV
* HOMO level (spin up / spin down): -21.1 / -20.7 eV
* expectation value of S²: 0.77
* orbital gap (spin up / spin down): 10.503 / 6.479 eV
* 2S+1: 2

=====

Taking the most stable structure as the zero point, the relative energies in kJ/mol are one 0.0; two 330.3.

=====

--- one ---
Computed, not measured: a cluster of 2 separate species, CH2F3N in total, with wB97M-V/def2-TZVPD.

Last column: Löwdin charge in e.
CARTESIAN COORDINATES (ANGSTROEM)
F  1.68578  0.65492  -0.76379  0.14
C  0.96482  0.53520  0.27437  -0.25
N  0.14634  -0.39768  0.47393  0.02
F  0.28786  -1.40729  -0.40046  -0.03
H  1.08511  1.29545  1.12602  0.16
F  -2.24298  -0.20921  -0.76685  -0.08
H  -1.92693  -0.47139  0.05677  0.04

Calculated values
* total charge: 0
* E_LUMO: 0.70 eV
* HOMO level: -11.6 eV
* SMILES string: F/C=N\F.F
* orbital gap: 12.330 eV
* 2S+1: 1

=====

--- two ---
Computed, not measured: a cluster of 2 separate species, CH2F3N in total, with wB97M-V/def2-TZVPD.

Last column: Löwdin charge in e.
CARTESIAN COORDINATES (ANGSTROEM)
F  -2.42260  -1.33522  -0.10232  0.07
C  -1.47428  -0.45853  0.17228  -0.23
N  -1.59518  0.77083  0.10980  0.03
F  -2.81073  1.26276  -0.06350  -0.02
H  -0.44599  -0.88183  0.21620  0.12
F  1.45257  0.17000  -0.06188  -0.14
H  1.89360  1.05315  0.14051  0.17

Calculated values
* total charge: 0
* E_LUMO: 0.60 eV
* HOMO level: -11.3 eV
* SMILES string: F/C=N\F.F
* orbital gap: 11.899 eV
* 2S+1: 1

=====

--- three ---
Computed, not measured: a cluster of 2 separate species, CH2F3N in total, with wB97M-V/def2-TZVPD.

Last column: Löwdin charge in e.
CARTESIAN COORDINATES (ANGSTROEM)
C  0.23984  -0.63194  -0.10819  -0.23
N  0.46408  0.70754  -0.00844  0.20
F  -0.53253  -1.01532  -1.14520  0.04
F  -1.07556  1.46836  1.63677  -0.40
F  -0.04313  1.51641  -0.94432  0.09
H  -0.26088  -1.07035  0.74629  0.17
H  1.20818  -0.97471  -0.17691  0.13

Calculated values
* total charge: 0
* E_LUMO (spin up / spin down): -3.75 / -3.75 eV
* HOMO level (spin up / spin down): -11.0 / -11.0 eV
* orbital gap (spin up / spin down): 7.274 / 7.291 eV
* 2S+1: 1

=====

Taking the most stable structure as the zero point, the relative energies in kJ/mol are one 0.0; two 12.3; three 466.5.

=====

--- one ---
Computed, not measured: a cluster of 2 separate species, C3H3ClNO in total, with wB97M-V/def2-TZVPD.

Last column: Löwdin charge in e.
CARTESIAN COORDINATES (ANGSTROEM)
C  -1.22551  2.18027  0.10707  0.01
C  -1.57683  1.03696  0.17448  0.00
C  1.40130  -0.30084  -0.21634  -0.51
N  0.85357  -1.34179  -0.12935  0.08
O  0.47539  -2.56479  -0.38108  0.19
Cl  1.88411  1.12762  0.13304  1.06
H  -1.11420  3.14910  0.23727  -0.02
H  -1.61597  -0.02987  0.00323  0.03
H  0.91814  -3.25666  0.07169  0.15

Calculated values
* total charge: +1
* E_LUMO: -5.51 eV
* HOMO level: -14.5 eV
* orbital gap: 8.969 eV
* 2S+1: 1

=====

--- two ---
Computed, not measured: the ion C3H3ClNO with charge +1, with wB97M-V/def2-TZVPD.

Last column: Löwdin charge in e.
CARTESIAN COORDINATES (ANGSTROEM)
C  0.21662  -0.79969  0.27573  -0.10
C  1.45301  -0.67557  0.05027  -0.39
C  -0.82281  0.09926  -0.21975  -0.16
N  -0.15827  1.37545  -0.25147  -0.06
O  -0.69503  2.29331  0.23200  0.14
Cl  3.05592  -0.60759  -0.02679  1.01
H  -0.29397  -1.73168  0.60628  0.19
H  -1.05266  -0.06265  -1.27108  0.16
H  -1.70281  0.10917  0.60481  0.20

Calculated values
* total charge: +1
* E_LUMO (spin up / spin down): -7.29 / -7.29 eV
* HOMO level (spin up / spin down): -14.2 / -14.2 eV
* orbital gap (spin up / spin down): 6.866 / 6.865 eV
* 2S+1: 1

=====

Taking the most stable structure as the zero point, the relative energies in kJ/mol are one 62.6; two 0.0.

=====

--- one ---
Computed, not measured: an isolated molecule of C2H6N4O, with wB97M-V/def2-TZVPD.

Last column: Löwdin charge in e.
CARTESIAN COORDINATES (ANGSTROEM)
N  -1.43337  1.67535  0.76316  0.11
C  -0.66089  0.66398  0.22211  -0.38
N  -1.10990  -0.39219  -0.60525  0.09
N  0.54133  -0.68574  -0.78876  -0.10
N  1.03493  -1.90700  -0.43376  0.03
C  0.64179  0.32107  0.22216  -0.35
O  1.71841  0.58076  1.01068  0.06
H  -0.95929  2.55960  0.87216  0.09
H  -2.36131  1.76482  0.37620  0.08
H  -1.56357  -0.06233  -1.46548  0.09
H  0.70685  -2.26286  0.46348  0.10
H  0.92180  -2.58221  -1.17814  0.08
H  2.52323  0.32676  0.54145  0.10

Calculated values
* total charge: 0
* E_LUMO: 0.97 eV
* HOMO level: -7.0 eV
* SMILES string: Nc1[nH]n(N)c1O
* orbital gap: 7.998 eV
* 2S+1: 1

=====

--- two ---
Computed, not measured: an isolated molecule of C2H6N4O, with wB97M-V/def2-TZVPD.

Last column: Löwdin charge in e.
CARTESIAN COORDINATES (ANGSTROEM)
N  2.80812  0.55669  -0.62509  0.18
C  1.68070  0.53906  -0.19156  -0.28
N  0.78622  0.32053  0.61024  0.15
C  -0.52524  -0.13133  0.27826  -0.73
N  -0.49604  -1.50087  -0.13845  0.11
N  -0.95755  0.69693  -0.84305  0.10
O  -1.35716  0.08124  1.40631  -0.01
H  3.23139  1.27939  -1.17251  0.07
H  -1.43472  -1.86662  -0.23680  0.08
H  0.03636  -2.06948  0.50782  0.09
H  -1.17523  1.63517  -0.52634  0.08
H  -1.79460  0.30753  -1.25964  0.07
H  -0.80224  0.15175  2.19080  0.09

Calculated values
* total charge: 0
* E_LUMO: 0.75 eV
* HOMO level: -9.6 eV
* SMILES string: N=C=NC(N)(N)O
* orbital gap: 10.354 eV
* 2S+1: 1

=====

Taking the most stable structure as the zero point, the relative energies in kJ/mol are one 296.8; two 0.0.

=====

--- one ---
Computed, not measured: a cluster of 2 separate species, C4H11NO3 in total, with wB97M-V/def2-TZVPD.

Last column: Löwdin charge in e.
CARTESIAN COORDINATES (ANGSTROEM)
C  0.73087  0.53901  0.06570  -0.28
C  0.31139  -0.57329  1.05475  -0.09
C  -0.00750  -0.00649  2.57046  -0.36
O  -1.08365  -0.61229  3.01801  -0.05
N  0.08724  0.33681  -1.19664  -0.07
C  0.90919  0.72306  -2.42264  -0.57
O  0.87446  2.01724  -2.68971  -0.32
H  1.81108  0.58750  -0.07991  0.11
H  0.54673  1.51054  0.55596  0.10
H  -0.67911  -0.90817  0.80327  0.05
H  1.05822  -1.37023  1.03576  0.10
H  0.89381  -0.28348  3.14625  0.11
H  -0.10406  1.06883  2.37984  0.09
H  -0.79709  0.82395  -1.20104  0.09
H  0.48046  0.09390  -3.23009  0.07
H  1.91826  0.34738  -2.15807  0.07
H  -2.57491  -1.20643  0.17090  0.02
H  -1.74971  -1.47867  -1.11148  0.01
O  -2.62568  -1.60919  -0.71134  -0.09

Calculated values
* total charge: -1
* E_LUMO (spin up / spin down): 3.61 / 1.25 eV
* HOMO level (spin up / spin down): -3.0 / -3.0 eV
* expectation value of S²: 0.76
* orbital gap (spin up / spin down): 6.627 / 4.221 eV
* 2S+1: 2

=====

--- two ---
Computed, not measured: a cluster of 2 separate species, C4H11NO3 in total, with wB97M-V/def2-TZVPD.

Last column: Löwdin charge in e.
CARTESIAN COORDINATES (ANGSTROEM)
O  0.86451  -2.21152  0.05236  -0.16
C  0.01002  -1.57801  0.56737  -0.46
C  0.52194  -0.12894  0.96657  -0.33
C  0.13745  0.45708  2.37953  -0.09
N  0.22185  0.83412  -0.15128  -0.04
C  0.90603  0.66986  -1.41746  -0.31
O  0.68165  -0.68198  -1.87975  -0.15
H  -1.09063  -1.94469  0.78702  0.06
H  1.67180  -0.26853  1.07001  0.14
H  0.47460  -0.00346  3.22286  0.01
H  0.41569  1.45799  2.45663  0.02
H  -0.94118  0.44219  2.37877  0.05
H  -0.74262  0.95079  -0.19321  0.03
H  0.57263  1.38768  -2.26128  0.11
H  2.09518  0.73840  -1.32746  0.13
H  1.52491  -1.12149  -1.92542  0.05
H  -2.00997  -0.28096  -1.89755  0.04
H  -2.74963  1.06327  -1.54730  -0.04
O  -2.56423  0.21821  -1.28042  -0.07

Calculated values
* total charge: -1
* E_LUMO (spin up / spin down): 3.95 / 3.87 eV
* HOMO level (spin up / spin down): 1.2 / -3.2 eV
* expectation value of S²: 0.75
* orbital gap (spin up / spin down): 2.760 / 7.091 eV
* 2S+1: 2

=====

--- three ---
Computed, not measured: a cluster of 2 separate species, C4H11NO3 in total, with wB97M-V/def2-TZVPD.

Last column: Löwdin charge in e.
CARTESIAN COORDINATES (ANGSTROEM)
O  0.59662  1.59402  -1.57247  -0.16
C  -0.27920  0.79314  -1.52014  -0.52
C  -0.21978  -0.33766  -0.50829  -0.43
C  -1.30024  0.15013  0.56603  -0.17
C  -1.64406  -1.02629  1.48289  -0.34
O  -2.39612  -2.00086  0.81840  -0.14
N  1.07181  -0.54296  0.05950  0.01
H  -0.96739  0.72161  -2.38575  0.05
H  -0.52224  -1.32298  -0.98154  0.11
H  -2.14353  0.68285  0.22598  0.06
H  -0.80597  0.92768  1.22825  0.12
H  -2.28057  -0.52019  2.23701  0.10
H  -0.84692  -1.61165  1.95593  0.11
H  -1.81858  -2.22194  -0.02889  0.12
H  1.80426  -0.23228  -0.59712  0.05
H  1.15575  -0.09094  1.01366  0.09
H  3.67930  1.01958  -0.46492  0.00
H  2.62199  1.67488  0.24447  -0.02
O  3.45962  1.31911  0.38076  -0.03

Calculated values
* total charge: -1
* E_LUMO (spin up / spin down): 3.95 / 3.86 eV
* HOMO level (spin up / spin down): 0.7 / -3.6 eV
* expectation value of S²: 0.75
* orbital gap (spin up / spin down): 3.225 / 7.482 eV
* 2S+1: 2

=====

Taking the most stable structure as the zero point, the relative energies in kJ/mol are one 17.0; two 91.2; three 0.0.